# 1
DFT (ωB97M-V/def2-TZVPD) results for one molecule with the formula C3H8.

The frontier orbital gap comes out at 12.13 eV. Its structure (SMILES) is CCC.

Positions of all 11 atoms, in Å:
C  -0.990  -0.192  0.606
C  -0.064  0.691  -0.171
C  1.086  -0.180  -0.572
H  -1.960  0.329  0.771
H  -0.543  -0.412  1.588
H  -0.829  -1.314  -0.025
H  0.018  1.393  0.671
H  -0.515  1.199  -1.034
H  0.347  -1.268  -0.733
H  1.711  -0.499  0.265
H  1.738  0.253  -1.366



# 2
DFT (ωB97M-V/def2-TZVPD) results for C20H36AsN4O6RuS4SbSi as an isolated structure.

As for the multiplicity: 5. The frontier orbital gap (spin up / spin down) comes out at 5.60 / 4.79 eV. Its net charge is -2.

Positions of all 74 atoms, in Å:
Ru  -10.216  -5.145  13.917
O  -10.712  -8.381  16.021
As  -9.332  -7.380  16.406
O  -8.024  -8.331  16.491
O  -9.075  -6.055  15.418
C  -9.599  -6.646  18.200
C  -8.440  -6.889  18.938
C  -8.315  -6.428  20.240
C  -9.407  -5.780  20.830
C  -10.596  -5.635  20.135
C  -10.694  -6.098  18.848
S  -12.294  -5.918  18.104
O  -18.140  -0.534  13.579
O  -11.091  -4.108  16.803
O  -12.939  -7.227  17.945
H  -11.213  -7.944  15.325
H  -7.674  -7.532  18.460
H  -7.397  -6.591  20.823
H  -9.324  -5.344  21.845
H  -11.415  -5.113  20.603
S  -12.964  -5.505  9.946
Sb  -13.286  -5.695  12.219
S  -11.721  -7.232  13.376
S  -11.909  -3.878  13.407
C  -8.189  -2.951  16.058
Si  -8.537  -3.259  14.206
C  -9.084  -1.402  13.725
C  -9.496  -1.291  12.257
C  -8.019  -0.331  14.035
C  -10.279  -1.130  14.632
C  -6.765  -3.614  13.513
C  -5.668  -2.756  14.158
C  -6.411  -5.070  13.864
C  -6.743  -3.416  11.997
H  -7.427  -2.157  16.274
H  -7.871  -3.955  16.391
H  -9.068  -2.717  16.669
H  -8.649  -1.343  11.556
H  -9.998  -0.334  12.018
H  -10.164  -2.080  11.995
H  -7.144  -0.430  13.388
H  -7.630  -0.276  15.072
H  -8.427  0.622  13.687
H  -11.104  -1.864  14.527
H  -10.650  -0.113  14.411
H  -9.861  -1.142  15.657
H  -5.519  -3.022  15.204
H  -5.818  -1.681  14.144
H  -4.707  -3.011  13.611
H  -6.479  -5.318  14.917
H  -5.367  -5.299  13.600
H  -7.104  -5.764  13.346
H  -6.794  -2.381  11.588
H  -7.544  -3.904  11.486
H  -5.777  -3.799  11.664
N  -9.814  -4.656  10.688
C  -9.316  -5.905  10.978
C  -9.413  -6.906  9.975
C  -9.268  -8.217  10.313
C  -8.787  -8.470  11.588
C  -8.613  -7.462  12.478
N  -8.932  -6.186  12.207
H  -10.727  -4.764  10.258
H  -10.004  -4.081  11.485
H  -9.837  -6.600  9.040
H  -9.523  -8.988  9.599
H  -8.798  -9.497  11.973
H  -8.223  -7.694  13.486
N  -18.321  -1.890  13.375
N  -11.652  -5.420  16.553
H  -19.324  -1.936  13.648
H  -17.264  -0.431  13.145
H  -10.276  -4.087  16.258
H  -12.396  -5.322  15.841



no.,largest force on an atom (eV/A)
1,4.29
2,2.29